Density functional theory data (ωB97M-V/def2-TZVPD) for a cluster of 2 separate species, C12H16N2 in total in a non-equilibrium geometry.

```
30
Properties=species:S:1:pos:R:3:lowdin_spin:R:1
C 1.350 -0.282 -0.972 0.03
C 3.506 0.967 1.872 0.00
C 3.304 -0.035 2.796 0.00
C 2.868 0.918 0.645 0.00
C 2.075 -0.163 0.320 0.00
C 2.521 -1.145 2.474 0.00
C 1.970 -1.229 1.221 0.00
H 4.163 1.784 2.131 0.00
H 3.736 0.065 3.778 0.00
H 2.865 1.824 0.052 0.00
H 2.483 -1.972 3.172 0.00
H 0.339 -0.697 -0.826 0.01
H 1.646 -1.085 -1.666 0.00
H 1.456 -2.142 0.938 0.00
H 1.423 0.553 -1.664 0.00
C -2.348 0.435 -2.741 0.05
C -1.053 1.055 -3.230 0.00
C -2.505 0.046 -1.340 0.22
C -1.677 0.372 -0.201 0.36
C -3.493 -0.712 0.380 0.22
N -3.657 -0.501 -0.921 0.00
N -2.332 -0.185 0.848 0.06
H -3.264 0.940 -3.072 0.02
H -2.543 -0.457 -3.294 0.02
H -0.611 1.802 -2.584 0.00
H -0.977 1.176 -0.042 0.01
H -4.227 -1.250 0.959 0.01
H -1.871 -0.280 1.746 0.00
H -1.291 1.590 -4.152 0.00
H -0.326 0.291 -3.489 0.00
```

2S+1: 2
Orbital gap (alpha / beta) (eV): 8.2 / 4.3
HOMO level (alpha / beta) (eV): -11.83 / -11.80
Net charge: +1
⟨S²⟩: 0.762
Lowest unoccupied orbital energy (alpha / beta) (eV): -3.652 / -7.480
Relative energy (zero: lowest compared OMol25 entry of this formula, charge and spin) (eV): 0.5174

=====

Density functional theory data (ωB97M-V/def2-TZVPD) for a cluster of 2 separate species, C7H15NO in total in a non-equilibrium geometry.

```
24
Properties=species:S:1:pos:R:3:lowdin_charge:R:1
C -0.549 1.840 0.616 -0.09
C -0.152 0.948 -0.526 -0.33
C -1.116 -0.118 -0.983 -0.30
C -0.238 -1.218 -0.220 -0.21
C -0.870 -1.749 1.082 -0.06
C 0.887 -0.084 -0.094 -0.45
C 1.869 -0.467 -1.280 -0.03
H -1.177 1.239 1.446 0.14
H 0.451 2.260 0.874 0.10
H -1.127 2.558 0.171 0.03
H 0.208 1.688 -1.350 0.17
H -1.205 -0.270 -2.111 0.15
H -2.687 1.290 -0.292 0.29
H 0.030 -1.988 -0.892 0.11
H -1.283 -1.033 1.799 0.07
H -1.750 -2.368 0.791 0.09
H -0.104 -2.263 1.634 0.07
H 2.556 -1.269 -0.950 0.09
H 1.427 -0.689 -2.218 0.07
H 2.576 0.385 -1.334 0.08
H 0.864 0.510 1.839 0.05
H 2.306 0.788 1.202 0.06
N 1.573 0.101 1.240 0.08
O -2.490 -0.091 -0.444 -0.16
```

Orbital gap (eV): 9.6
HOMO level (eV): -9.33
Lowest unoccupied orbital energy (eV): 0.235
Relative energy (zero: lowest compared OMol25 entry of this formula, charge and spin) (eV): 4.7587

=====

Density functional theory data (ωB97M-V/def2-TZVPD) for a cluster of 2 separate species, C3H4O2 in total in a non-equilibrium geometry.

```
9
Properties=species:S:1:pos:R:3:lowdin_charge:R:1
C -0.552 -0.432 -0.354 -0.24
C 0.579 -0.278 -0.688 0.16
C -1.917 -0.136 -0.081 -0.12
O 2.936 0.790 0.292 -0.08
O 2.511 -0.250 -0.456 -0.13
H -2.491 -1.057 -0.370 0.09
H -1.814 -0.009 1.004 0.09
H -2.294 0.782 -0.604 0.10
H 3.043 0.590 1.255 0.12
```

Orbital gap (eV): 9.0
HOMO level (eV): -10.09
Lowest unoccupied orbital energy (eV): -1.079
Relative energy (zero: lowest compared OMol25 entry of this formula, charge and spin) (eV): 8.6409

=====

Density functional theory data (ωB97M-V/def2-TZVPD) for a structure of composition C25H47ClINO3Si2Tl in a non-equilibrium geometry.

```
81
Properties=species:S:1:pos:R:3:lowdin_charge:R:1
O -0.474 -1.436 -1.752 -0.24
O 0.632 0.849 -3.812 -0.24
C 0.076 -2.737 -2.317 -0.16
C -0.726 -3.930 -1.873 -0.04
H 1.087 -2.780 -1.935 0.10
H 0.138 -2.551 -3.389 0.12
H -0.879 -3.944 -0.784 0.09
H -0.177 -4.825 -2.167 0.10
H -1.667 -3.970 -2.414 0.08
C -1.719 -0.825 -2.424 -0.11
C -1.765 -1.134 -3.892 -0.06
H -1.665 0.250 -2.250 0.11
H -2.544 -1.240 -1.866 0.10
H -0.945 -0.623 -4.406 0.08
H -2.712 -0.790 -4.331 0.11
H -1.728 -2.206 -4.105 0.08
C 0.232 2.182 -3.485 -0.26
C 1.972 0.633 -4.267 -0.27
C -0.905 2.564 -4.400 -0.06
H 1.062 2.902 -3.590 0.13
H -0.107 2.170 -2.437 0.11
H -0.573 2.593 -5.439 0.08
H -1.290 3.553 -4.161 0.08
H -1.740 1.867 -4.325 0.07
C 2.038 0.696 -5.775 -0.06
H 2.244 -0.367 -3.907 0.11
H 2.669 1.360 -3.818 0.12
H 1.299 0.038 -6.235 0.08
H 3.024 0.392 -6.120 0.08
H 1.873 1.717 -6.122 0.08
H 0.277 -1.023 -1.018 0.02
Tl -0.335 -0.285 1.218 1.16
C 1.810 -0.406 -0.959 -0.17
Si 3.216 0.298 0.058 0.42
H 2.127 -1.383 -1.315 0.00
H 1.450 0.254 -1.772 0.01
C 4.726 -0.655 -0.593 -0.19
C 3.162 -0.037 1.918 -0.19
C 3.422 2.158 -0.157 -0.16
C -2.453 -1.444 1.186 -0.24
Si -3.810 -0.190 1.059 0.37
H -2.308 -1.924 2.172 0.01
H -2.299 -2.148 0.358 -0.02
C -5.099 -0.817 -0.144 -0.17
C -3.270 1.523 0.487 -0.17
C -4.450 0.028 2.806 -0.17
H 2.890 2.511 -1.054 0.02
H 4.497 2.386 -0.257 0.04
H 3.025 2.676 0.732 0.04
H 4.585 -1.731 -0.392 0.04
H 5.598 -0.278 -0.040 0.04
H 4.857 -0.506 -1.677 0.03
H 2.606 -0.951 2.168 0.01
H 2.727 0.809 2.471 0.03
H 4.200 -0.162 2.264 0.05
H -3.349 1.624 -0.604 0.03
H -2.253 1.817 0.785 0.01
H -3.960 2.247 0.946 0.05
H -5.322 0.697 2.792 0.05
H -3.668 0.460 3.449 0.04
H -4.736 -0.947 3.226 0.04
H -6.035 -0.278 0.048 0.05
H -5.268 -1.893 -0.010 0.04
H -4.789 -0.650 -1.185 0.02
Cl 1.341 1.318 8.250 0.73
C 0.937 1.426 6.602 -0.64
C 0.754 2.699 6.051 -0.16
C 0.443 2.838 4.699 -0.63
I 0.223 4.748 3.867 0.91
C 0.275 1.710 3.822 -0.47
O 0.036 1.862 2.594 -0.21
C 0.444 0.385 4.440 -0.15
N 0.298 -0.707 3.646 0.00
C 0.513 -1.930 4.113 -0.14
C 0.865 -2.162 5.447 -0.03
C 1.001 -1.071 6.301 0.01
C 0.799 0.247 5.813 -0.16
H 0.860 3.568 6.660 0.09
H 0.404 -2.752 3.396 0.12
H 1.030 -3.177 5.793 0.11
H 1.271 -1.190 7.341 0.09
```

Orbital gap (alpha / beta) (eV): 4.3 / 4.3
HOMO level (alpha / beta) (eV): -9.37 / -9.37
Net charge: +1
Lowest unoccupied orbital energy (alpha / beta) (eV): -5.036 / -5.027

=====

Density functional theory data (ωB97M-V/def2-TZVPD) for an isolated molecule of C4H6O2S2 in a non-equilibrium geometry.

```
14
Properties=species:S:1:pos:R:3:lowdin_charge:R:1
C 2.756 -0.630 -0.311 -0.12
O 2.181 0.654 -0.110 -0.18
C 0.837 0.813 0.055 -1.09
S 0.129 2.312 0.048 0.67
S -0.230 -0.601 0.232 0.86
C -1.895 -0.033 0.748 -0.44
C -2.677 0.086 -0.546 -0.40
O -3.802 0.355 -0.462 0.10
H 2.255 -1.399 -1.007 0.11
H 2.960 -1.119 0.628 0.09
H 3.671 -0.556 -0.852 0.08
H -2.477 -0.734 1.695 0.19
H -1.579 0.941 1.303 0.05
H -2.129 -0.089 -1.421 0.08
```

Orbital gap (eV): 9.0
HOMO level (eV): -8.91
Lowest unoccupied orbital energy (eV): 0.092
SMILES: COC(=S)SCC=O
Relative energy (zero: lowest compared OMol25 entry of this formula, charge and spin) (eV): 3.4628

=====

Density functional theory data (ωB97M-V/def2-TZVPD) for an isolated molecule of C23H23ClN2O5.

```
54
Properties=species:S:1:pos:R:3:lowdin_charge:R:1
C 3.539 2.095 3.050 -0.09
O 3.429 1.946 1.656 -0.10
C 2.638 0.945 1.160 -0.29
C 1.841 0.108 1.948 -0.03
C 1.026 -0.855 1.379 0.01
C 0.999 -0.967 0.001 -0.14
C 1.847 -0.170 -0.797 -0.10
C 2.659 0.794 -0.221 0.06
C 1.661 -0.595 -2.157 -0.12
C 2.254 0.125 -3.328 -0.01
C 1.692 1.530 -3.250 -0.48
O 2.337 2.541 -3.142 0.10
O 0.359 1.484 -3.248 0.03
C -0.368 2.625 -2.806 -0.04
C -0.721 2.403 -1.324 -0.42
O -1.628 1.638 -1.042 0.04
N -0.006 3.045 -0.386 -0.12
C 1.119 3.929 -0.593 -0.03
C -0.404 2.898 0.999 -0.02
C 0.749 -1.605 -2.151 -0.16
C 0.182 -2.368 -3.289 0.00
N 0.317 -1.838 -0.843 0.10
C -0.656 -2.760 -0.476 -0.34
O -0.839 -3.788 -1.088 0.12
C -1.492 -2.368 0.689 -0.16
C -1.859 -3.337 1.618 -0.01
C -2.686 -3.014 2.677 -0.09
C -3.170 -1.719 2.785 -0.67
Cl -4.204 -1.305 4.105 0.68
C -2.843 -0.753 1.844 -0.08
C -2.002 -1.075 0.796 -0.01
H 3.928 1.189 3.524 0.10
H 2.579 2.360 3.508 0.09
H 4.244 2.911 3.202 0.09
H 1.851 0.198 3.023 0.10
H 0.435 -1.492 2.017 0.11
H 3.305 1.423 -0.812 0.13
H 3.342 0.175 -3.269 0.13
H 1.957 -0.343 -4.265 0.12
H 0.192 3.541 -2.999 0.12
H -1.304 2.622 -3.369 0.14
H 1.657 3.700 -1.508 0.06
H 0.791 4.973 -0.614 0.10
H 1.815 3.798 0.236 0.09
H -1.336 2.340 1.035 0.08
H -0.546 3.883 1.446 0.10
H 0.359 2.352 1.556 0.08
H 0.440 -3.423 -3.211 0.09
H 0.558 -1.977 -4.230 0.08
H -0.905 -2.298 -3.287 0.10
H -1.481 -4.342 1.507 0.12
H -2.960 -3.757 3.409 0.11
H -3.250 0.242 1.927 0.11
H -1.764 -0.323 0.058 0.10
```

Orbital gap (eV): 8.4
HOMO level (eV): -8.14
Lowest unoccupied orbital energy (eV): 0.309
SMILES: COc1ccc2c(c1)c(CC(=O)OCC(=O)N(C)C)c(C)n2C(=O)c1ccc(Cl)cc1
Relative energy (zero: lowest compared OMol25 entry of this formula, charge and spin) (eV): 0.3138